{"formula": "C14H56N29NiO17", "method": "the ωB97M-V functional and the def2-TZVPD basis", "elements": ["Ni", "N", "O", "O", "O", "C", "O", "N", "N", "H", "H", "H", "H", "C", "O", "N", "N", "H", "H", "H", "H", "C", "O", "N", "N", "H", "H", "H", "H", "C", "O", "N", "N", "H", "H", "H", "H", "C", "O", "N", "N", "H", "H", "H", "H", "C", "O", "N", "N", "H", "H", "H", "H", "C", "O", "N", "N", "H", "H", "H", "H", "C", "O", "N", "N", "H", "H", "H", "H", "C", "O", "N", "N", "H", "H", "H", "H", "C", "O", "N", "N", "H", "H", "H", "H", "C", "O", "N", "N", "H", "H", "H", "H", "C", "O", "N", "N", "H", "H", "H", "H", "C", "O", "N", "N", "H", "H", "H", "H", "C", "O", "N", "N", "H", "H", "H", "H"], "coordinates": [[-0.44, -0.05, -0.52], [1.75, 2.28, -1.04], [2.72, 1.79, -1.63], [1.00, 1.49, -0.45], [1.54, 3.51, -1.06], [-2.08, 2.55, 0.05], [-1.78, 1.43, -0.19], [-1.29, 3.41, 0.65], [-3.03, 3.17, -0.43], [-1.55, 4.39, 0.70], [-0.33, 3.13, 0.79], [-3.25, 4.09, -0.06], [-3.57, 2.72, -1.15], [-3.40, -2.96, -4.65], [-4.45, -3.40, -4.22], [-2.58, -3.65, -5.38], [-2.96, -1.76, -4.42], [-2.72, -4.60, -5.69], [-1.74, -3.18, -5.69], [-2.02, -1.51, -4.70], [-3.65, -1.14, -4.02], [2.27, -4.62, 1.26], [3.39, -5.11, 1.21], [1.99, -3.42, 1.64], [1.15, -5.22, 0.91], [1.11, -2.98, 1.42], [2.78, -2.87, 1.92], [0.29, -4.71, 0.96], [1.23, -6.05, 0.33], [-0.57, 1.14, -3.38], [-0.51, 0.32, -2.52], [-0.44, 0.85, -4.63], [-0.64, 2.43, -3.31], [-0.21, -0.11, -4.85], [-0.60, 1.53, -5.36], [-0.25, 2.93, -4.10], [-0.69, 2.82, -2.38], [1.65, 3.77, 2.68], [1.54, 2.63, 2.31], [1.42, 4.79, 1.94], [2.04, 4.04, 3.85], [1.23, 4.53, 0.98], [1.89, 5.65, 2.17], [2.13, 3.32, 4.56], [2.10, 4.98, 4.21], [-0.32, -0.79, 2.78], [-0.32, -0.43, 1.59], [0.76, -1.04, 3.45], [-1.40, -0.93, 3.48], [1.62, -1.03, 2.92], [0.75, -1.10, 4.46], [-2.34, -0.64, 3.24], [-1.16, -1.48, 4.29], [-3.23, -1.68, -0.73], [-2.15, -1.16, -0.79], [-3.54, -2.83, -1.29], [-4.19, -1.17, -0.06], [-2.87, -3.40, -1.78], [-4.52, -3.10, -1.32], [-5.11, -1.56, -0.18], [-3.94, -0.32, 0.43], [-1.93, -4.36, 1.49], [-1.18, -3.75, 0.70], [-1.64, -4.78, 2.67], [-3.19, -4.59, 1.30], [-0.68, -4.63, 2.94], [-2.38, -5.10, 3.27], [-3.52, -5.35, 1.88], [-3.59, -4.23, 0.44], [-1.94, 2.83, 4.79], [-3.11, 2.86, 5.12], [-0.96, 3.30, 5.45], [-1.57, 2.20, 3.68], [-1.12, 3.77, 6.33], [-0.08, 3.21, 4.95], [-0.65, 2.23, 3.27], [-2.34, 1.74, 3.24], [4.15, -0.02, 1.92], [3.43, -1.03, 1.80], [5.37, -0.10, 2.38], [3.80, 1.18, 1.73], [5.75, -1.02, 2.52], [5.69, 0.79, 2.74], [2.83, 1.46, 1.65], [4.43, 1.92, 2.01], [3.23, 3.46, -4.90], [3.22, 3.80, -6.11], [2.57, 2.47, -4.38], [3.94, 4.10, -4.05], [2.15, 1.80, -5.01], [2.57, 2.32, -3.39], [4.63, 4.70, -4.47], [4.08, 3.82, -3.09], [-4.76, 1.30, 2.59], [-3.94, 0.42, 2.41], [-4.62, 2.56, 2.33], [-5.85, 1.16, 3.26], [-3.84, 2.80, 1.73], [-5.27, 3.17, 2.80], [-6.43, 1.98, 3.39], [-6.06, 0.31, 3.77], [1.21, -2.39, -1.66], [0.90, -1.53, -0.85], [2.34, -2.41, -2.29], [0.40, -3.37, -1.89], [2.32, -2.80, -3.23], [2.96, -1.67, -2.00], [-0.36, -3.61, -1.26], [0.76, -4.13, -2.45], [5.32, -1.19, -2.21], [6.05, -2.03, -1.78], [5.25, -0.75, -3.43], [4.53, -0.53, -1.38], [5.66, -1.38, -4.10], [4.45, -0.19, -3.71], [3.96, 0.22, -1.74], [4.50, -0.65, -0.38]], "mulliken_spin": [1.84, 0.00, 0.00, 0.00, 0.00, 0.01, 0.02, 0.00, 0.00, 0.00, 0.00, 0.00, 0.00, 0.00, 0.00, 0.00, 0.00, 0.00, 0.00, 0.00, 0.00, 0.00, 0.00, 0.00, 0.00, 0.00, 0.00, 0.00, 0.00, 0.00, 0.03, 0.00, 0.00, 0.00, 0.00, 0.00, 0.00, 0.00, 0.00, 0.00, 0.00, 0.00, 0.00, 0.00, 0.00, 0.01, 0.00, 0.00, 0.00, 0.00, 0.00, 0.00, 0.00, 0.00, 0.03, 0.00, 0.00, 0.00, 0.00, 0.00, 0.00, 0.00, 0.00, 0.00, 0.00, 0.00, 0.00, 0.00, 0.00, 0.00, 0.00, 0.00, 0.00, 0.00, 0.00, 0.00, 0.00, 0.00, 0.00, 0.00, 0.00, 0.00, 0.00, 0.00, 0.00, 0.00, 0.00, 0.00, 0.00, 0.00, 0.00, 0.00, 0.00, 0.00, 0.00, 0.00, 0.00, 0.00, 0.00, 0.00, 0.00, 0.00, 0.03, 0.00, 0.00, 0.00, 0.00, 0.00, 0.00, 0.00, 0.00, 0.00, 0.00, 0.00, 0.00, 0.00, 0.00], "total_charge": 1, "gap_ev": [8.19, 8.19], "spin_multiplicity": 3}



{"formula": "C14H68O27", "method": "the ωB97M-V functional and the def2-TZVPD basis", "elements": ["O", "H", "H", "O", "H", "H", "O", "H", "H", "O", "H", "H", "O", "H", "H", "O", "H", "H", "O", "H", "H", "O", "H", "H", "O", "H", "H", "O", "H", "H", "O", "H", "H", "O", "H", "H", "O", "H", "H", "C", "C", "O", "O", "H", "H", "H", "H", "H", "H", "C", "C", "O", "O", "H", "H", "H", "H", "H", "H", "C", "C", "O", "O", "H", "H", "H", "H", "H", "H", "C", "C", "O", "O", "H", "H", "H", "H", "H", "H", "C", "C", "O", "O", "H", "H", "H", "H", "H", "H", "C", "C", "O", "O", "H", "H", "H", "H", "H", "H", "C", "C", "O", "O", "H", "H", "H", "H", "H", "H"], "coordinates": [[0.20, 2.32, 4.41], [1.10, 2.26, 4.06], [0.33, 2.56, 5.36], [-0.85, -0.80, 4.49], [-0.41, 0.03, 4.43], [-0.59, -1.34, 3.75], [1.24, 2.51, -1.55], [1.63, 2.63, -0.68], [1.75, 3.05, -2.11], [-0.54, -3.05, 2.58], [-0.98, -3.06, 1.69], [-0.05, -3.93, 2.64], [-2.94, -1.24, 1.41], [-2.81, -1.41, 2.36], [-3.86, -1.59, 1.24], [-3.67, 2.03, 1.42], [-2.85, 2.51, 1.75], [-3.36, 1.47, 0.66], [-3.37, 0.34, 3.84], [-2.40, 0.19, 3.95], [-3.34, 0.77, 2.98], [-1.06, 2.92, 1.85], [-1.35, 3.82, 1.68], [-0.72, 3.06, 2.74], [2.35, -0.03, 4.06], [2.76, -0.64, 3.47], [3.12, 0.49, 4.46], [3.00, -2.12, 2.35], [3.73, -2.42, 2.91], [2.23, -2.63, 2.58], [-1.17, 3.44, -0.89], [-0.29, 3.13, -1.19], [-1.12, 3.33, 0.02], [-1.56, -3.85, 0.07], [-0.85, -3.63, -0.48], [-1.79, -4.73, 0.04], [2.61, 0.61, -2.99], [2.11, 0.87, -3.77], [2.27, 1.05, -2.23], [4.87, -0.17, 0.03], [4.50, 1.21, 0.60], [3.22, 1.57, 0.23], [6.23, -0.44, -0.01], [4.53, -0.36, -1.01], [4.42, -1.00, 0.62], [5.13, 2.00, 0.15], [4.46, 1.12, 1.65], [2.64, 1.26, 0.98], [6.43, -0.33, 0.93], [-4.64, -2.85, -1.74], [-4.54, -4.01, -0.82], [-5.71, -4.70, -0.54], [-3.36, -2.29, -1.72], [-5.41, -2.25, -1.28], [-4.84, -3.17, -2.78], [-3.99, -3.88, 0.10], [-3.88, -4.68, -1.40], [-6.32, -4.73, -1.28], [-2.82, -2.72, -1.03], [0.03, 0.56, -5.17], [-0.17, -0.63, -4.27], [-1.19, -1.56, -4.74], [1.10, 1.41, -4.92], [-0.84, 1.14, -5.14], [0.09, 0.25, -6.26], [-0.21, -0.37, -3.23], [0.81, -1.13, -4.25], [-1.06, -2.41, -4.28], [0.81, 2.32, -4.94], [2.87, -3.57, -1.76], [2.01, -2.54, -0.89], [0.67, -2.71, -1.22], [4.18, -3.24, -1.68], [2.51, -3.67, -2.78], [2.64, -4.51, -1.19], [2.26, -1.55, -1.14], [2.27, -2.78, 0.18], [0.17, -1.92, -0.95], [4.84, -3.90, -1.88], [-3.00, 1.48, -2.47], [-3.66, 0.52, -3.43], [-3.35, 0.92, -4.81], [-3.43, 0.95, -1.23], [-3.41, 2.40, -2.65], [-1.93, 1.59, -2.57], [-4.69, 0.37, -3.26], [-3.32, -0.50, -3.28], [-3.79, 0.42, -5.53], [-3.05, 0.09, -1.08], [0.16, -0.33, 1.24], [-0.33, 0.11, -0.17], [-1.24, -0.79, -0.67], [1.19, 0.59, 1.63], [0.51, -1.34, 1.27], [-0.70, -0.21, 1.85], [0.54, 0.15, -0.82], [-0.69, 1.16, -0.16], [-1.95, -0.98, -0.02], [1.42, 0.39, 2.58], [1.56, 4.85, 2.39], [2.73, 4.22, 3.18], [2.72, 2.80, 3.05], [1.72, 6.27, 2.43], [0.73, 4.59, 3.01], [1.42, 4.41, 1.31], [2.79, 4.55, 4.24], [3.63, 4.63, 2.81], [3.33, 2.41, 3.73], [0.92, 6.60, 2.86]], "lowdin_charge": [-0.05, 0.00, 0.10, -0.02, 0.00, -0.02, -0.02, 0.06, 0.06, -0.08, 0.01, 0.09, -0.05, 0.06, 0.11, -0.10, 0.03, 0.02, -0.08, -0.01, -0.03, -0.05, 0.07, 0.03, -0.05, -0.02, 0.10, -0.03, 0.08, 0.03, -0.04, 0.00, -0.07, 0.01, 0.00, 0.04, -0.06, -0.03, -0.04, -0.27, -0.25, -0.10, -0.05, 0.13, 0.11, 0.14, 0.09, 0.06, 0.08, -0.24, -0.31, -0.03, -0.08, 0.13, 0.14, 0.11, 0.13, 0.09, 0.04, -0.23, -0.22, -0.06, -0.05, 0.08, 0.15, 0.09, 0.12, 0.10, 0.11, -0.26, -0.21, -0.08, -0.04, 0.11, 0.12, 0.09, 0.11, 0.04, 0.10, -0.20, -0.20, -0.09, -0.07, 0.10, 0.11, 0.10, 0.09, 0.10, 0.04, -0.17, -0.22, -0.09, -0.09, 0.09, 0.09, 0.11, 0.11, 0.04, 0.05, -0.22, -0.21, -0.10, -0.05, 0.07, 0.16, 0.14, 0.10, 0.10, 0.09], "gap_ev": 8.70, "e_above_lowest_ev": 0.942, "spin_multiplicity": 1}



{"formula": "C14H7BrO2", "method": "the ωB97M-V functional and the def2-TZVPD basis", "elements": ["O", "C", "C", "C", "C", "C", "C", "C", "C", "O", "C", "C", "C", "Br", "C", "C", "C", "H", "H", "H", "H", "H", "H", "H"], "coordinates": [[-0.14, -2.40, 1.43], [-0.06, -1.39, 0.80], [1.23, -0.77, 0.39], [2.33, -1.56, 0.07], [3.50, -0.94, -0.36], [3.57, 0.45, -0.43], [2.48, 1.24, -0.07], [1.30, 0.63, 0.34], [0.09, 1.41, 0.70], [0.14, 2.45, 1.29], [-1.19, 0.77, 0.29], [-2.26, 1.53, -0.15], [-3.41, 0.87, -0.55], [-4.89, 1.89, -1.15], [-3.50, -0.52, -0.51], [-2.43, -1.28, -0.05], [-1.26, -0.63, 0.34], [2.25, -2.63, 0.14], [4.34, -1.57, -0.62], [4.48, 0.91, -0.77], [2.54, 2.31, -0.10], [-2.20, 2.61, -0.18], [-4.41, -1.00, -0.84], [-2.50, -2.35, 0.00]], "nbo_charge": [-0.50, 0.54, -0.05, -0.19, -0.19, -0.20, -0.16, -0.15, 0.54, -0.50, -0.03, -0.22, -0.07, 0.08, -0.23, -0.14, -0.15, 0.23, 0.22, 0.22, 0.23, 0.25, 0.23, 0.24], "gap_ev": 8.70, "e_above_lowest_ev": 0.122, "spin_multiplicity": 1}



{"formula": "C14H7CdClN2O4S3", "method": "the ωB97M-V functional and the def2-TZVPD basis", "elements": ["Cd", "O", "Cl", "O", "O", "O", "S", "C", "C", "C", "C", "N", "C", "C", "C", "S", "C", "N", "H", "H", "S", "C", "C", "C", "C", "C", "C", "H", "H", "H", "H", "H"], "coordinates": [[0.09, -0.37, 1.21], [-3.58, -1.04, 2.84], [-2.82, -0.33, 1.84], [-1.66, 0.48, 2.51], [-3.58, 0.60, 1.04], [-2.09, -1.37, 0.92], [0.16, -0.83, -1.43], [-1.19, 0.23, -1.55], [-2.42, -0.24, -2.16], [-3.54, 0.54, -2.28], [-4.72, -0.05, -2.82], [-5.72, -0.46, -3.29], [-3.56, 1.85, -1.90], [-2.41, 2.39, -1.24], [-1.27, 1.56, -1.02], [0.01, 2.13, 0.05], [-4.75, 2.65, -1.96], [-5.71, 3.32, -2.03], [-2.44, -1.24, -2.63], [-2.44, 3.41, -0.90], [1.66, -1.80, 2.33], [3.18, -1.34, 1.66], [3.56, -1.29, 0.25], [4.87, -1.12, -0.21], [5.85, -0.77, 0.75], [5.51, -0.80, 2.11], [4.24, -1.10, 2.62], [2.72, -1.51, -0.47], [4.95, -1.38, -1.26], [6.78, -0.38, 0.46], [6.35, -0.54, 2.83], [3.96, -1.19, 3.71]], "nbo_charge": [1.48, -0.80, 2.40, -0.90, -0.78, -0.87, -0.47, -0.19, -0.18, -0.16, 0.33, -0.40, -0.20, -0.16, -0.19, -0.49, 0.32, -0.40, 0.22, 0.22, -0.49, -0.16, -0.23, -0.22, -0.28, -0.21, -0.26, 0.24, 0.21, 0.19, 0.19, 0.22], "total_charge": -2, "gap_ev": 6.32, "e_above_lowest_ev": 1.591, "spin_multiplicity": 1}



{"formula": "C14H7ClF3NO2PdS2", "method": "the ωB97M-V functional and the def2-TZVPD basis", "elements": ["Pd", "Cl", "C", "C", "C", "C", "O", "C", "C", "O", "C", "H", "H", "H", "H", "F", "C", "F", "F", "C", "C", "C", "C", "N", "C", "S", "H", "H", "H", "S", "C"], "coordinates": [[-0.06, 1.76, 0.41], [-2.93, -3.60, 5.13], [-2.22, -2.57, 3.91], [-1.68, -3.16, 2.77], [-1.12, -2.36, 1.80], [-1.06, -0.95, 1.92], [-0.52, -0.29, 0.97], [-1.62, -0.37, 3.11], [-1.61, 1.03, 3.32], [-1.16, 1.92, 2.59], [-2.19, -1.22, 4.09], [-1.71, -4.23, 2.65], [-0.70, -2.81, 0.91], [-2.07, 1.36, 4.28], [-2.61, -0.78, 4.99], [1.85, 1.65, -5.71], [2.46, 1.84, -4.51], [2.47, 3.15, -4.31], [3.76, 1.49, -4.74], [1.85, 0.98, -3.45], [1.87, -0.39, -3.72], [1.32, -1.27, -2.79], [0.77, -0.75, -1.64], [0.75, 0.55, -1.37], [1.27, 1.44, -2.25], [1.16, 3.07, -1.75], [2.31, -0.74, -4.64], [1.32, -2.34, -2.97], [0.33, -1.39, -0.88], [-0.11, 5.26, 1.09], [-0.10, 3.73, 0.82]], "nbo_charge": [0.69, -0.05, -0.13, -0.19, -0.29, 0.45, -0.77, -0.31, 0.41, -0.60, -0.15, 0.21, 0.21, 0.10, 0.21, -0.35, 0.98, -0.30, -0.35, -0.27, -0.11, -0.33, 0.09, -0.55, 0.10, -0.26, 0.22, 0.21, 0.22, 0.09, -0.18], "total_charge": -1, "gap_ev": [6.83, 7.06], "spin_multiplicity": 2}



Q: Number 4 is which compound?
A: C14H7CdClN2O4S3